Arrangement a

DFT (ωB97M-V/def2-TZVPD) results for C4H6S as an isolated structure.

Summary:
Kohn-Sham gap   0.2768 Eh
Lowest unoccupied orbital energy   -0.621 eV

Each line ends with the Löwdin charge.
Positions of all 11 atoms, in Å:
C 1.5475 -0.4670 -0.0653  -0.18
C 0.3609 -0.5245 0.1095  -0.56
C 2.9718 -0.4220 -0.0726  -0.12
C -3.2881 0.1760 -0.2948  -0.08
S -1.3026 -0.8507 0.2532  0.72
H 3.4082 0.1071 -0.8760  0.06
H 3.2528 -1.3346 -0.4210  0.04
H 3.5281 -0.1475 0.9138  0.13
H -3.4632 0.7500 0.6010  0.01
H -3.8025 -0.8239 -0.3087  0.03
H -3.1383 0.6036 -1.1883  -0.05

---

Arrangement b

DFT (ωB97M-V/def2-TZVPD) results for one molecule with the formula C4H6S.

Summary:
Kohn-Sham gap   0.3393 Eh
SMILES   C1=CSCC1
Lowest unoccupied orbital energy   0.927 eV

Each line ends with the Löwdin charge.
Positions of all 11 atoms, in Å:
C -0.5291 1.1247 -0.2462  -0.47
C -0.0836 0.9771 1.1888  -0.31
C 1.0126 -0.0098 0.9789  -0.29
C 0.8604 -0.9305 0.0866  -0.43
H 0.6039 1.4463 -0.7706  0.14
H -1.3764 1.8979 -0.6803  0.12
H -0.0194 2.2248 1.3832  0.18
H -0.6947 0.2395 1.9519  0.17
H 1.8093 -0.0326 1.7430  0.12
H 1.2101 -1.8394 0.0872  0.01
S -0.5684 -0.6816 -0.9852  0.78

---

Bottom line: arrangement b, by a margin of 0.0342 hartree.

---

Arrangement a

DFT (ωB97M-V/def2-TZVPD) results for a 17-piece molecular cluster, H34O17 overall.

Summary:
Kohn-Sham gap   0.3525 Eh
Lowest unoccupied orbital energy   -0.389 eV

Each line ends with the Löwdin charge.
Positions of all 51 atoms, in Å:
O -0.1494 -1.8063 -2.4124  -0.04
H 0.3774 -1.9762 -3.2087  0.09
H -0.5269 -0.9304 -2.4175  0.01
O 2.1952 0.6159 -1.8457  -0.04
H 2.9341 0.5861 -2.5021  0.13
H 2.1834 1.5328 -1.6753  0.00
O 2.4581 -2.4008 -1.2718  -0.05
H 1.7922 -2.0219 -1.8552  -0.01
H 2.1624 -2.3301 -0.3610  -0.02
O -1.5028 3.2788 -0.7747  -0.06
H -1.4086 2.6057 -0.0596  0.00
H -1.9466 2.8986 -1.5274  0.04
O 2.0008 2.3767 1.4820  -0.04
H 1.7760 2.6833 2.3888  0.08
H 2.5017 1.5807 1.5278  0.00
O 3.1281 -0.1408 0.8330  -0.01
H 3.7194 -0.8596 1.0330  0.07
H 3.2499 -0.0378 -0.0916  0.01
O -0.2115 0.8557 -2.7263  -0.06
H 0.6869 0.6910 -2.3582  0.00
H -0.0324 1.1397 -3.6235  0.09
O -0.7860 -3.4669 -0.5169  -0.10
H -0.5555 -3.0988 -1.4116  0.02
H -0.1377 -3.0160 0.0467  -0.03
O -3.1103 -1.9832 -0.0579  -0.10
H -2.6733 -2.7871 -0.5153  0.07
H -2.4647 -1.7740 0.6338  -0.01
O 1.2269 2.9791 -1.0797  -0.06
H 1.4290 2.9027 -0.1228  0.01
H 0.3124 3.2327 -1.0088  -0.01
O -1.2671 1.9372 1.5032  -0.06
H -1.6592 1.3229 2.1463  0.07
H -0.8846 2.6741 2.0113  0.09
O 0.5173 0.0775 3.0326  -0.02
H 0.6687 0.0294 2.0896  -0.01
H 0.3324 0.9851 3.2050  0.03
O 1.1815 -2.7626 1.1806  -0.08
H 0.6729 -3.1333 1.9451  0.10
H 0.9180 -1.8417 1.0066  -0.01
O -3.8139 0.9860 1.2977  -0.04
H -3.1098 0.9496 0.6766  -0.04
H -4.1083 1.9106 1.3141  0.05
O 0.4036 -0.4106 0.2252  -0.02
H 1.1005 0.0240 -0.2053  -0.01
H -0.2949 0.2294 0.1555  0.04
O -2.1166 0.3748 -1.0135  -0.06
H -1.3871 0.6183 -1.5978  -0.02
H -2.3134 -0.5479 -0.8858  0.00
O -1.4543 -1.4883 2.2622  -0.02
H -1.2255 -2.3626 2.5084  0.03
H -0.7887 -0.9012 2.6211  -0.02

---

Arrangement b

DFT (ωB97M-V/def2-TZVPD) results for a 17-piece molecular cluster, H34O17 overall.

Summary:
Kohn-Sham gap   0.3580 Eh
Lowest unoccupied orbital energy   -0.534 eV

Each line ends with the Löwdin charge.
Positions of all 51 atoms, in Å:
O -1.6937 2.3446 1.8189  -0.02
H -1.9247 2.1416 0.9209  -0.03
H -1.2407 3.1696 1.9059  0.03
O -1.6457 -0.6574 -2.3071  -0.08
H -2.4947 -0.1844 -2.4271  0.09
H -1.5237 -1.1384 -3.1801  0.13
O 2.0043 -1.1004 3.1399  -0.06
H 2.4723 -1.9284 3.3579  0.06
H 2.1493 -0.9704 2.1859  -0.04
O -0.0047 0.4566 -0.4311  -0.06
H -0.6707 -0.0894 -0.8441  0.00
H 0.6543 -0.2244 -0.1551  0.04
O 1.3093 -0.0724 -2.9491  -0.05
H 1.0013 0.2546 -2.1111  -0.03
H 2.1263 -0.4794 -2.6731  0.02
O -0.6447 -3.2094 1.4359  -0.07
H -1.2157 -3.9854 1.2489  0.07
H -0.5277 -2.8574 0.5299  -0.01
O 0.8783 1.5196 2.6789  -0.05
H 1.2163 2.3636 2.9629  0.07
H 0.4133 1.5766 1.8269  0.01
O -0.8737 -0.7314 2.3389  -0.06
H -0.2127 -0.0474 2.6199  0.03
H -0.4407 -1.5374 2.0799  -0.03
O -1.3607 1.7606 -3.4941  -0.05
H -0.7027 2.3076 -3.0651  0.05
H -1.1997 0.8926 -3.0781  -0.02
O 2.1413 -1.0334 0.5219  -0.05
H 2.0443 -2.0124 0.4379  0.11
H 3.0973 -0.9124 0.6199  0.07
O 3.2743 1.4236 1.5499  -0.04
H 2.4123 1.1286 1.8379  -0.02
H 3.8603 0.6506 1.5129  0.05
O -2.5857 1.9496 -0.8331  -0.07
H -2.6947 2.1286 -1.7751  0.04
H -3.2847 2.5136 -0.3981  0.11
O -2.9907 -0.4594 0.5689  0.01
H -2.2857 -0.6744 1.1129  -0.03
H -2.6397 0.0886 -0.0831  -0.05
O 3.1253 1.1426 -1.2161  -0.04
H 3.1133 1.2776 -0.2641  -0.02
H 4.0113 0.8266 -1.3561  0.04
O 0.9483 2.9386 0.2009  -0.05
H 0.5473 2.0786 -0.0891  0.01
H 0.2603 3.5836 0.1579  0.02
O -2.9627 -2.9344 -0.5921  -0.09
H -2.8197 -2.0224 -0.3101  -0.03
H -2.3207 -3.1204 -1.3351  0.03
O -0.0517 -2.6174 -1.1721  -0.02
H 0.0253 -3.4964 -1.5481  0.09
H -0.0727 -2.0244 -1.8851  -0.01

---

Bottom line: arrangement a, by a margin of 0.0420 hartree.

---

Arrangement a

DFT (ωB97M-V/def2-TZVPD) results for C6H11NO as an isolated structure.

Summary:
Kohn-Sham gap   0.3516 Eh
Lowest unoccupied orbital energy   0.613 eV

Each line ends with the Löwdin charge.
Positions of all 19 atoms, in Å:
C 0.1019 0.4671 -0.6337  -0.54
C 1.4816 1.0399 -0.9468  -0.03
C -0.7285 -0.7207 1.7170  -0.02
C 0.0734 -0.8477 -0.0463  -0.14
N -0.8439 0.6874 -1.7216  0.09
C -0.4788 1.1580 0.7435  -0.30
C 0.4731 -2.0811 -0.2622  0.06
O -1.5702 1.7292 0.7148  0.01
H -1.5146 -0.0717 -1.7826  0.08
H -1.4016 1.5105 -1.4816  0.08
H 0.3838 1.4380 1.3611  0.14
H 1.8754 0.6174 -1.8747  0.08
H 1.4080 2.1239 -1.0692  0.09
H 2.1938 0.8308 -0.1431  0.08
H -0.1090 -1.4757 2.2056  0.05
H -1.6892 -1.1315 1.4105  0.07
H -0.9090 -0.0669 2.5711  0.07
H 1.0153 -2.3120 -1.1760  0.08
H 0.2384 -2.8950 0.4145  0.07

---

Arrangement b

DFT (ωB97M-V/def2-TZVPD) results for one molecule with the formula C6H11NO.

Summary:
Kohn-Sham gap   0.3665 Eh
SMILES   CC(=O)N1CCCC1
Lowest unoccupied orbital energy   0.864 eV

Each line ends with the Löwdin charge.
Positions of all 19 atoms, in Å:
C 2.3709 0.9602 0.6343  0.01
C 1.3287 -0.0391 1.0860  -0.52
N 0.1184 0.0358 0.4872  -0.05
C -0.1728 0.7518 -0.7700  -0.15
C -1.5476 0.2149 -1.1738  -0.17
C -1.5700 -1.1825 -0.5547  -0.17
C -0.9182 -0.9764 0.7876  -0.13
O 1.5446 -0.8416 1.9818  0.04
H 3.3661 0.5368 0.7952  0.09
H 2.2997 1.1895 -0.4235  0.06
H 2.2884 1.8692 1.2269  0.09
H -0.1387 1.8332 -0.6406  0.12
H 0.5808 0.4787 -1.5150  0.12
H -2.3011 0.8745 -0.7490  0.11
H -1.7049 0.1497 -2.2504  0.11
H -2.5738 -1.5895 -0.5269  0.11
H -0.9788 -1.8642 -1.1672  0.12
H -1.5672 -0.5646 1.5574  0.13
H -0.4244 -1.8363 1.2149  0.11

---

Arrangement c

DFT (ωB97M-V/def2-TZVPD) results for one molecule with the formula C6H11NO.

Summary:
Kohn-Sham gap   0.3379 Eh
SMILES   C[C@@H]1C=C(O)[C@@]1(C)N
Lowest unoccupied orbital energy   0.684 eV

Each line ends with the Löwdin charge.
Positions of all 19 atoms, in Å:
C -0.0132 1.2329 -1.0924  -0.03
C 2.0196 -0.8009 -0.1503  -0.07
C -1.2657 -0.7401 -0.0211  -0.29
C -0.3612 0.4614 0.1708  -0.48
N -0.7162 1.3875 1.2216  0.08
C -0.3623 -1.6523 0.3422  0.02
C 0.7253 -0.6528 0.6273  -0.27
O -2.5819 -0.8032 -0.3457  0.08
H -2.8832 0.0694 -0.6245  0.11
H -1.4154 2.0631 0.9353  0.07
H -0.9729 0.9034 2.0739  0.09
H -0.3697 -2.7244 0.3981  0.10
H 0.9438 -0.5158 1.6886  0.13
H -0.8599 1.8483 -1.3997  0.08
H 0.8296 1.8927 -0.9024  0.08
H 0.2380 0.5528 -1.9007  0.08
H 1.8256 -1.0554 -1.1895  0.07
H 2.5937 0.1232 -0.1228  0.07
H 2.6259 -1.5899 0.2914  0.07

---

Arrangement d

DFT (ωB97M-V/def2-TZVPD) results for a 2-piece molecular cluster, C6H11NO overall.

Summary:
Kohn-Sham gap   0.3678 Eh
SMILES   [H]/N=C(\C)C=C=C.CO
Lowest unoccupied orbital energy   0.720 eV

Each line ends with the Löwdin charge.
Positions of all 19 atoms, in Å:
C -2.6473 -0.4315 -1.3670  -0.20
C 2.8133 -1.0126 0.6702  -0.04
C 0.0950 1.5466 0.6864  -0.08
C 1.4472 -0.4614 0.3623  -0.42
N 0.5544 -1.0519 -0.3163  0.14
C 1.1776 0.8577 0.9281  -0.07
C -0.9777 2.2246 0.4523  0.03
O -2.2202 -0.6965 -0.0614  -0.17
H 0.8285 -1.9578 -0.6729  0.07
H -1.2507 -0.7980 -0.0788  0.00
H 1.9361 1.2622 1.5884  0.11
H -2.1878 0.4794 -1.7652  0.06
H -3.7243 -0.2938 -1.3295  0.07
H -2.4175 -1.2621 -2.0485  0.07
H 2.9786 -1.9608 0.1573  0.08
H 3.5838 -0.3013 0.3628  0.09
H 2.9113 -1.1694 1.7472  0.09
H -1.8671 2.0922 1.0419  0.07
H -1.0331 2.9345 -0.3573  0.07

---

Bottom line: arrangement b, by a margin of 0.0629 hartree.

---

Arrangement a

DFT (ωB97M-V/def2-TZVPD) results for C6H11NO as an isolated structure.

Summary:
Kohn-Sham gap   0.3634 Eh
Lowest unoccupied orbital energy   0.902 eV

Each line ends with the Löwdin charge.
Positions of all 19 atoms, in Å:
C -0.7969 0.6182 0.1145  -0.56
C 0.2649 1.4204 -0.5400  -0.15
C 1.6483 0.7899 -0.0271  -0.15
C 1.5993 -0.9231 -0.0056  -0.04
C -0.4581 -0.5423 -0.6268  -0.45
C -1.9183 -0.1295 -0.6016  0.02
H -1.1647 -0.8790 1.5642  0.21
H -1.4097 1.1441 1.9196  0.18
H 0.3133 2.4955 -0.2062  0.12
H 0.0630 1.1938 -1.5632  0.09
H 2.0139 1.3692 0.8932  0.11
H 2.4895 1.0371 -0.6152  0.06
H 2.1264 -0.8245 1.2316  0.19
H 2.0516 -1.3347 -1.0103  0.13
H -0.0997 -0.3031 -1.5808  0.11
H -2.4378 0.2691 -1.5170  0.12
H -2.6394 -0.5420 0.0442  0.08
N -0.6449 0.2782 1.5139  0.04
O 0.1465 -1.6218 0.0452  -0.12

---

Arrangement b

DFT (ωB97M-V/def2-TZVPD) results for a 2-piece molecular cluster, C6H11NO overall.

Summary:
Kohn-Sham gap   0.3271 Eh
SMILES   CCc1cc[nH]c1.O
Lowest unoccupied orbital energy   0.861 eV

Each line ends with the Löwdin charge.
Positions of all 19 atoms, in Å:
C 2.7910 0.1554 -0.5461  -0.10
C 1.6242 -0.4202 0.2273  -0.22
C 0.3605 0.4263 0.3403  -0.26
C -0.1951 0.9255 1.5068  -0.08
N -1.2711 1.6924 1.1185  -0.01
C -1.4546 1.6309 -0.2359  -0.13
C -0.4710 0.8101 -0.7446  -0.06
H 3.4871 0.5998 0.1748  0.07
H 3.4705 -0.5649 -1.0055  0.07
H 2.4520 0.8800 -1.2821  0.07
H 1.2339 -1.3914 -0.0931  0.11
H 1.8451 -0.5494 1.2932  0.10
H -0.0442 0.6540 2.5360  0.11
H -1.9530 2.0395 1.7593  0.13
H -2.1526 2.3257 -0.6719  0.10
H -0.4883 0.4095 -1.7443  0.10
H -3.4420 -2.5391 -0.8649  0.02
H -3.0528 -3.9431 -0.6750  0.03
O -2.7394 -3.1411 -1.0927  -0.05

---

Arrangement c

DFT (ωB97M-V/def2-TZVPD) results for one molecule with the formula C6H11NO.

Summary:
Kohn-Sham gap   0.3181 Eh
SMILES   C[C@@H]1[C@@H]2NCC[C@@]12O
Lowest unoccupied orbital energy   0.952 eV

Each line ends with the Löwdin charge.
Positions of all 19 atoms, in Å:
C -0.4152 1.9651 1.5527  -0.10
C -0.4787 0.4989 1.5266  -0.10
C 0.6518 -0.5199 0.5734  -0.23
C 0.9276 -1.1361 -1.6094  -0.18
C -0.6156 -1.2669 -1.1404  -0.10
C -0.7744 -0.2295 0.0474  -0.25
H 0.4949 2.2803 0.9826  0.11
H -0.3365 1.9848 2.6070  0.06
H -1.3787 2.4533 1.2060  0.10
H -0.5362 -0.1992 2.3420  0.09
H 0.8052 -1.3247 1.4419  0.16
H 2.5168 -0.3792 -0.6631  0.14
H 0.9551 -0.8499 -2.7738  0.15
H 1.1443 -2.1588 -1.5578  0.07
H -1.4224 -1.0471 -1.8080  0.09
H -0.5773 -2.1784 -0.6443  0.07
H -1.6921 1.4236 -0.7037  0.13
N 1.4911 -0.3276 -0.5317  -0.03
O -0.7597 1.0113 -0.8473  -0.14

---

Bottom line: arrangement b, by a margin of 0.2330 hartree.